Entry 1:
The molecule C3H6N4O in a non-equilibrium geometry. Source: OMol25; level of theory: the ωB97M-V functional and the def2-TZVPD basis.

```
14
Properties=species:S:1:pos:R:3:mulliken_charge:R:1
H -0.01 -0.96 -2.43 0.31
N -0.10 -0.08 -1.61 -0.71
C 0.92 0.62 -1.09 0.03
N 0.63 1.09 0.16 0.20
N 1.32 2.38 0.53 -0.75
C -0.48 0.62 0.81 0.11
N -1.04 -0.56 0.81 -0.41
C -0.99 -1.63 -0.03 0.24
O -0.50 -2.77 0.46 -0.61
H 2.08 0.53 -1.49 0.29
H 0.57 3.19 0.55 0.30
H 1.45 2.30 1.71 0.32
H -1.00 1.24 1.58 0.33
H -1.50 -1.58 -1.03 0.35
```

## Properties
total charge	0
energy relative to the best compared isomer or geometry (same formula, charge and spin)	5.848	eV
HOMO energy	-9.2	eV
structure (SMILES)	[H]/N=C/N(N)/C=N\C=O
E_LUMO	0.0912	eV


Entry 2:
A cluster of 2 separate species, C3H6N4O in total in a non-equilibrium geometry. Source: OMol25; level of theory: the ωB97M-V functional and the def2-TZVPD basis.

```
14
Properties=species:S:1:pos:R:3:mulliken_charge:R:1
C -1.20 -0.66 -1.02 -0.27
C -0.32 -0.22 -0.06 0.55
C 0.73 1.46 0.90 0.43
H -1.41 -2.69 -0.92 0.25
H 0.26 -2.13 -1.33 0.34
H -2.25 -0.72 -0.60 0.30
H -0.78 0.10 -1.98 0.23
H 1.76 0.13 2.39 0.37
H 1.56 3.35 1.78 0.26
N -0.95 -2.03 -1.64 -0.70
N 0.64 -0.81 0.43 -0.44
N 1.51 0.36 0.94 -0.37
N 0.80 2.76 1.07 -0.65
O -0.35 1.11 0.04 -0.32
```

## Properties
total charge	0
energy relative to the best compared isomer or geometry (same formula, charge and spin)	7.224	eV
HOMO energy	-9.5	eV
E_LUMO	-0.5509	eV


Entry 3:
A cluster of 2 separate species, C3H6N4O in total in a non-equilibrium geometry. Source: OMol25; level of theory: the ωB97M-V functional and the def2-TZVPD basis.

```
14
Properties=species:S:1:pos:R:3:mulliken_charge:R:1
C -0.12 -1.44 1.40 -0.61
C -0.18 0.91 1.01 0.22
C -0.64 0.98 -1.17 0.48
H 0.40 -2.36 1.09 0.30
H 0.12 -0.87 2.45 0.24
H -1.64 -1.46 1.59 0.23
H -0.18 0.94 2.20 0.23
H -0.27 0.87 -2.87 0.27
H 1.87 -0.60 -2.11 0.36
N 0.53 -0.12 0.57 -0.08
N -0.85 1.76 0.20 -0.55
N -0.86 1.53 -2.27 -0.54
N 0.23 -0.26 -0.79 -0.06
O 1.59 0.13 -1.28 -0.50
```

## Properties
total charge	0
energy relative to the best compared isomer or geometry (same formula, charge and spin)	8.554	eV
HOMO energy	-9.6	eV
E_LUMO	0.2077	eV